This record from the Open Molecules 2025 dataset describes a 2-piece molecular cluster, C2H2BO5 overall at a distorted geometry. The level of theory is ωB97M-V/def2-TZVPD.

The geometry in XYZ format:
```
10
Properties=species:S:1:pos:R:3:nbo_charge:R:1
B -0.683 -0.410 0.129 0.465
C -0.851 -0.988 1.467 0.187
C 1.807 0.674 -0.468 1.011
O 1.483 1.795 -0.354 -0.583
O -0.479 -1.239 2.600 -0.611
O 2.449 -0.280 -0.685 -0.541
O -1.229 0.918 -0.147 -0.941
O -0.709 -1.283 -1.019 -0.927
H -0.659 1.605 0.202 0.478
H -1.129 -0.792 -1.725 0.461
```

## Properties
HOMO level = -1.3 eV
HOMO-LUMO gap = 4.816 eV
relative energy (zero: lowest compared OMol25 entry of this formula, charge and spin) = 2.801 eV
charge = -1

***

This record from the Open Molecules 2025 dataset describes one molecule with the formula C4H8O2 at a distorted geometry. The level of theory is ωB97M-V/def2-TZVPD.

The geometry in XYZ format:
```
14
Properties=species:S:1:pos:R:3:nbo_charge:R:1
C 1.185 -0.485 0.752 -0.622
C 0.065 -0.416 -0.256 0.178
O 0.156 -1.341 -1.308 -0.693
C -1.320 -0.077 0.226 -0.471
C -0.315 0.907 -0.695 0.045
O 0.053 1.994 0.012 -0.702
H 1.166 -1.452 1.267 0.208
H 1.098 0.304 1.505 0.232
H 2.155 -0.385 0.251 0.216
H 0.041 -2.218 -0.912 0.464
H -2.158 -0.635 -0.206 0.220
H -1.446 0.247 1.256 0.217
H -1.236 0.955 -1.360 0.225
H 0.557 2.601 -0.531 0.485
```

## Properties
HOMO level = -8.7 eV
HOMO-LUMO gap = 9.613 eV
relative energy (zero: lowest compared OMol25 entry of this formula, charge and spin) = 3.032 eV
charge = 0

***

This record from the Open Molecules 2025 dataset describes one molecule with the formula C5H12N at a distorted geometry. The level of theory is ωB97M-V/def2-TZVPD.

The geometry in XYZ format:
```
18
Properties=species:S:1:pos:R:3:nbo_charge:R:1
C 0.815 -1.603 0.836 -0.262
C 1.358 -0.532 -0.201 -0.444
C 0.485 0.684 0.025 -0.513
C -0.618 1.084 -0.742 -0.398
C -1.191 2.521 -0.520 -0.645
N -0.556 -1.804 0.390 -0.727
H 0.720 -1.242 1.954 0.213
H 1.328 -2.600 0.893 0.185
H 1.292 -0.907 -1.240 0.204
H 2.425 -0.411 0.106 0.206
H 0.407 0.947 1.048 0.149
H -1.258 0.401 -1.196 0.115
H -1.934 2.952 -1.165 0.205
H -0.241 3.189 -0.682 0.197
H -1.389 2.728 0.533 0.179
H -0.673 -2.689 -0.118 0.415
H -0.654 -1.051 -0.344 0.488
H -1.233 -1.617 1.098 0.433
```

## Properties
2S+1 = 2
HOMO level (alpha / beta) = -3.7 / -6.5 eV
HOMO-LUMO gap (alpha / beta) = 3.884 / 6.451 eV
relative energy (zero: lowest compared OMol25 entry of this formula, charge and spin) = 3.837 eV
charge = 0